The following is a quantum chemistry calculation of one molecule with the formula C3H5N3S, from OMol25.

The geometry in XYZ format:
```
12
Properties=species:S:1:pos:R:3:forces:R:3
H -1.0556 2.6875 0.2807 -0.17 -0.11 -0.39
N -0.3040 2.0894 -0.0479 -0.26 -2.59 0.19
C -0.6433 0.8062 -0.0659 0.73 2.14 0.85
N -1.9204 0.1752 -0.0108 1.51 1.83 0.24
C -1.6858 -1.2329 0.0082 -0.43 0.91 0.80
C -0.3364 -1.4158 -0.0533 -2.65 -2.30 0.42
N 0.3385 -0.2208 -0.0303 -1.04 0.41 -0.69
S 2.0759 -0.2189 0.0226 -0.39 0.79 -0.11
H -2.7028 0.8686 0.2165 1.31 -2.31 -0.52
H -2.4903 -1.9412 0.2947 0.89 0.57 -0.72
H -0.0634 -2.4865 -0.0414 1.09 1.21 -0.01
H 2.2918 1.1227 0.1775 -0.58 -0.56 -0.05
```
Forces are in eV/Å.

Calculated values
**HOMO level**: -7.43 eV
**Spin multiplicity**: 1
**SMILES string**: [H]/N=c1\[nH]ccn1S
**Total charge**: 0
**Calculated total energy**: -18495.6486 eV
**Maximum force**: 3.535 eV Å⁻¹
**Gap between HOMO and LUMO**: 8.1 eV
**Energy above the lowest of the compared OMol25 structures with the same formula, charge and spin**: 51.9 kcal per mole

Atom charges from the natural (NBO) analysis, given in e for atoms 1 to 4:
1 H 0.34
2 N -0.83
3 C 0.56
4 N -0.62